1.
{"formula": "C4H14N2O2", "method": "wB97M-V/def2-TZVPD", "smiles": "NCCCNCO.O", "max_force_ha_per_bohr": 0.0184, "e_homo_ha": -0.326, "de_lowest_ev": 0.859, "spin_multiplicity": 1, "orbital_gap_ev": 9.64, "species": ["C", "C", "C", "N", "N", "C", "O", "H", "H", "H", "H", "H", "H", "H", "H", "H", "H", "H", "H", "H", "H", "O"], "positions_angstrom": [[-0.4325, -0.4548, 0.8738], [0.8991, -0.5084, 0.1405], [1.2046, -1.8989, -0.4486], [0.4303, -2.3312, -1.5972], [-0.4599, 0.5222, 1.9597], [-1.0944, 1.7378, 1.6636], [-0.5127, 2.4901, 0.5631], [-1.2970, -0.2093, 0.2590], [-0.5993, -1.4486, 1.2769], [1.0202, 0.2532, -0.6310], [1.6749, -0.4115, 0.9035], [2.2622, -1.9669, -0.7115], [1.1199, -2.6101, 0.3760], [0.6516, -1.7491, -2.3937], [-0.5659, -2.1948, -1.4679], [0.3589, 0.6351, 2.5317], [-2.1017, 1.5608, 1.3192], [-1.1160, 2.3694, 2.5561], [0.4453, 2.5202, 0.7115], [-0.6777, 1.6384, -1.9552], [-0.9214, 1.0347, -3.3340], [-0.2885, 1.0217, -2.5954]], "atomic_forces_ev_per_a": [[0.4, 0.2, 0.4], [0.4, -0.8, -0.3], [0.1, 0.3, 0.2], [-0.2, -0.1, -0.2], [-0.6, -0.1, 0.0], [0.3, 0.7, -0.2], [0.3, -0.1, 0.1], [0.1, -0.1, -0.3], [-0.2, -0.3, 0.2], [-0.1, 0.1, 0.2], [0.1, 0.5, 0.1], [0.0, 0.2, -0.2], [-0.3, -0.3, -0.1], [0.1, 0.1, -0.1], [0.0, -0.1, 0.3], [0.3, -0.3, -0.1], [-0.4, 0.0, 0.0], [0.0, 0.0, 0.0], [-0.3, 0.1, -0.1], [0.2, -0.1, 0.1], [0.4, 0.0, 0.3], [-0.6, 0.2, -0.3]]}


2.
{"formula": "C35H77N3O22P3", "method": "wB97M-V/def2-TZVPD", "total_charge": 1, "max_force_ha_per_bohr": 0.0148, "e_homo_ha": -0.411, "spin_multiplicity": 1, "orbital_gap_ev": 8.28, "species": ["C", "O", "C", "C", "C", "C", "C", "C", "C", "C", "C", "C", "C", "C", "P", "O", "O", "O", "N", "C", "C", "P", "N", "C", "C", "P", "N", "H", "H", "H", "H", "H", "H", "H", "H", "H", "H", "H", "H", "H", "H", "H", "H", "H", "H", "H", "H", "H", "H", "H", "H", "H", "H", "H", "H", "H", "H", "H", "H", "H", "H", "H", "H", "H", "H", "H", "H", "H", "C", "O", "C", "O", "O", "C", "H", "H", "H", "H", "H", "H", "C", "O", "C", "O", "O", "C", "H", "H", "H", "H", "H", "H", "C", "O", "C", "O", "O", "C", "H", "H", "H", "H", "H", "H", "C", "O", "C", "O", "O", "C", "H", "H", "H", "H", "H", "H", "C", "O", "C", "O", "O", "C", "H", "H", "H", "H", "H", "H", "C", "O", "C", "O", "O", "C", "H", "H", "H", "H", "H", "H"], "positions_angstrom": [[9.0461, -2.0466, 0.7310], [9.3597, -1.0598, 1.6940], [8.4853, 0.0458, 1.7043], [8.5705, 0.8968, 0.4409], [7.9009, 2.2691, 0.5825], [6.5384, 2.2608, 1.2838], [5.4469, 1.5225, 0.4960], [4.4661, 2.4627, -0.1958], [3.4643, 1.7420, -1.0941], [2.2081, 2.5667, -1.3537], [1.2538, 1.9125, -2.3714], [-0.2267, 1.9577, -1.9467], [-0.9669, 0.6091, -1.9108], [-1.0684, -0.0207, -3.3119], [0.3518, -0.9412, -4.0011], [1.1091, -1.5566, -2.9007], [1.2306, 0.0351, -4.8742], [-0.2971, -1.8855, -5.0971], [-0.1475, -0.3298, -1.0135], [-0.0690, 0.0681, 0.4336], [-1.4664, 0.2000, 1.0135], [-1.3857, 0.7404, 2.7757], [-1.1474, 2.2239, 3.1204], [-2.3196, 1.1624, 0.1865], [-2.3708, 0.6906, -1.2826], [-3.6133, 1.7128, -2.1962], [-4.8802, 2.1800, -1.4529], [9.3571, -3.0115, 1.1324], [9.5674, -1.8646, -0.2152], [7.9672, -2.0793, 0.5278], [8.7769, 0.6428, 2.5750], [7.4533, -0.3025, 1.8709], [8.1408, 0.3432, -0.4013], [9.6302, 1.0353, 0.2080], [8.5779, 2.9419, 1.1173], [7.7708, 2.7005, -0.4171], [6.6421, 1.8341, 2.2847], [6.2320, 3.3010, 1.4396], [4.8956, 0.8469, 1.1601], [5.9062, 0.8844, -0.2695], [5.0283, 3.1881, -0.7953], [3.9259, 3.0446, 0.5632], [3.1880, 0.7794, -0.6353], [3.9371, 1.4873, -2.0497], [1.6914, 2.7308, -0.3984], [2.4994, 3.5618, -1.7017], [1.3635, 2.3907, -3.3456], [1.5909, 0.8807, -2.5378], [-0.2958, 2.4182, -0.9584], [-0.8059, 2.6088, -2.6011], [-1.3415, 0.7751, -4.0130], [-1.9067, -0.7295, -3.3084], [0.8120, 0.4501, -5.6408], [-1.1806, -2.2150, -4.8828], [-0.5030, -1.2860, -1.1070], [0.7932, -0.4110, -1.4272], [0.4919, 1.0038, 0.4620], [0.5271, -0.6936, 0.9371], [-1.9469, -0.7896, 0.9873], [-0.4427, -0.1759, 3.2864], [-2.5763, 0.1775, 3.2751], [-1.0408, 2.9387, 2.4123], [-3.3325, 1.2072, 0.5901], [-1.9318, 2.1839, 0.2511], [-2.8004, -0.3234, -1.2924], [-3.8950, 1.0106, -3.3848], [-2.8126, 2.7504, -2.7094], [-5.0920, 1.8787, -0.5147], [8.4643, -4.9878, 7.4490], [9.3111, -4.5721, 6.3705], [9.2902, -3.2610, 6.1279], [8.6216, -2.4491, 6.7174], [10.1225, -3.0048, 5.1221], [10.2196, -1.6168, 4.7711], [8.5965, -6.0628, 7.5163], [8.7639, -4.5032, 8.3763], [7.4264, -4.7374, 7.2370], [10.5993, -1.0419, 5.6139], [9.2456, -1.2336, 4.4749], [10.9019, -1.5787, 3.9292], [-5.7045, -0.3841, -7.3048], [-4.3666, 0.0912, -7.0485], [-3.4171, -0.5708, -7.6990], [-3.5677, -1.5392, -8.3955], [-2.2388, 0.0147, -7.4360], [-1.1131, -0.6121, -8.0615], [-6.3492, 0.2529, -6.7092], [-5.9368, -0.2886, -8.3631], [-5.7976, -1.4261, -7.0070], [-1.1700, -0.5953, -9.1475], [-1.0050, -1.6388, -7.7195], [-0.2576, -0.0200, -7.7431], [0.8156, 5.1707, 2.4227], [-0.3710, 4.5093, 1.9464], [-0.9447, 5.0829, 0.8918], [-0.5358, 6.0312, 0.2779], [-2.0272, 4.3596, 0.5754], [-2.7376, 4.7904, -0.5973], [1.1446, 4.5820, 3.2722], [1.5742, 5.1934, 1.6427], [0.5802, 6.1890, 2.7234], [-2.0644, 4.7627, -1.4551], [-3.1320, 5.7997, -0.5041], [-3.5478, 4.0728, -0.6921], [-4.0315, -2.9250, 7.9951], [-3.1247, -1.9533, 7.4322], [-3.6900, -0.7883, 7.1408], [-4.8585, -0.5207, 7.2750], [-2.7558, 0.0372, 6.6627], [-3.2405, 1.3386, 6.3070], [-3.4248, -3.8072, 8.1687], [-4.4553, -2.5564, 8.9253], [-4.8447, -3.1359, 7.3054], [-3.6702, 1.8493, 7.1663], [-4.0032, 1.2583, 5.5329], [-2.3730, 1.8752, 5.9335], [-7.7152, -5.1503, 11.1713], [-8.2371, -3.8409, 10.9124], [-7.6815, -3.2160, 9.8770], [-6.8046, -3.6639, 9.1760], [-8.2449, -2.0195, 9.7508], [-7.7496, -1.2450, 8.6460], [-8.2691, -5.5117, 12.0314], [-7.8708, -5.7986, 10.3110], [-6.6506, -5.0987, 11.3920], [-7.9653, -1.7503, 7.7058], [-6.6770, -1.0989, 8.7268], [-8.2731, -0.2961, 8.7009], [-3.6801, -2.1053, -11.6657], [-4.5901, -2.7936, -12.5325], [-5.5962, -2.0379, -12.9738], [-5.7870, -0.8835, -12.6810], [-6.3552, -2.7733, -13.7812], [-7.4821, -2.0792, -14.3347], [-2.9457, -2.8492, -11.3727], [-3.2073, -1.2808, -12.1976], [-4.1980, -1.7250, -10.7890], [-7.1500, -1.2276, -14.9251], [-8.1394, -1.7291, -13.5411], [-7.9857, -2.8093, -14.9595]], "atomic_forces_ev_per_a": [[0.0, 0.1, 0.0], [0.0, -0.1, 0.0], [0.0, 0.2, 0.0], [0.0, -0.1, 0.0], [0.0, 0.0, -0.1], [0.1, 0.1, 0.0], [0.0, -0.1, 0.0], [0.0, 0.1, 0.0], [0.0, -0.1, 0.0], [0.0, 0.1, 0.0], [0.0, -0.1, 0.1], [-0.2, 0.0, 0.2], [0.4, 0.0, 0.1], [-0.1, 0.0, -0.2], [-0.3, 0.3, 0.1], [0.2, -0.2, -0.4], [0.1, 0.0, 0.0], [-0.1, 0.1, 0.1], [-0.1, 0.1, 0.1], [0.0, 0.1, -0.2], [0.0, -0.1, -0.1], [-0.1, 0.3, 0.2], [0.0, -0.7, -0.1], [0.0, 0.0, -0.2], [0.0, 0.0, 0.3], [-0.3, 0.1, -0.1], [0.1, -0.1, 0.1], [0.0, 0.0, -0.1], [0.0, 0.0, 0.0], [0.1, 0.0, 0.1], [0.0, 0.0, -0.1], [0.1, 0.0, 0.0], [0.0, 0.0, 0.1], [-0.1, 0.0, 0.0], [-0.1, 0.0, 0.0], [0.1, 0.0, 0.1], [0.0, 0.0, -0.1], [0.0, -0.1, 0.0], [0.0, 0.1, -0.1], [0.0, 0.0, 0.1], [-0.1, 0.0, 0.0], [0.0, -0.1, 0.0], [0.0, 0.1, 0.0], [0.0, 0.0, 0.1], [0.0, 0.0, -0.1], [0.0, 0.0, 0.0], [0.0, 0.0, 0.0], [0.0, 0.2, 0.1], [0.0, 0.0, -0.1], [0.1, 0.0, 0.0], [-0.1, -0.1, 0.0], [0.1, 0.0, 0.0], [0.0, -0.2, 0.0], [0.2, -0.2, -0.1], [-0.1, 0.1, 0.1], [-0.1, -0.1, 0.0], [-0.1, 0.0, 0.1], [-0.1, 0.0, 0.0], [0.1, 0.0, 0.2], [0.0, -0.1, 0.0], [0.0, -0.1, 0.0], [-0.1, -0.1, 0.3], [0.0, -0.1, 0.0], [-0.1, -0.2, 0.1], [0.0, 0.0, 0.0], [0.3, -0.1, 0.0], [-0.1, 0.1, -0.1], [-0.1, 0.1, -0.1], [0.0, 0.0, 0.0], [0.0, 0.1, 0.0], [-0.1, 0.0, 0.0], [0.1, -0.1, 0.0], [0.0, 0.0, 0.1], [0.0, 0.0, 0.0], [0.0, 0.0, 0.0], [0.0, 0.0, 0.0], [0.0, 0.0, 0.0], [0.0, 0.0, 0.0], [0.0, 0.0, 0.0], [0.0, 0.0, 0.0], [0.1, 0.0, 0.0], [0.0, 0.0, 0.0], [0.0, 0.0, 0.0], [0.0, 0.1, 0.1], [0.0, 0.0, 0.0], [0.2, 0.0, 0.1], [0.0, 0.0, 0.0], [0.0, 0.0, 0.0], [0.0, 0.0, 0.0], [-0.2, 0.1, 0.0], [0.0, 0.0, 0.0], [0.0, 0.0, -0.1], [0.0, 0.0, 0.1], [0.2, 0.7, -0.3], [0.1, 0.1, -0.6], [-0.1, -0.1, 0.2], [0.0, 0.2, 0.2], [0.1, -0.1, 0.0], [0.0, 0.0, 0.0], [0.0, 0.0, 0.0], [0.0, 0.0, 0.0], [0.0, 0.0, 0.0], [0.1, 0.0, 0.2], [-0.1, 0.1, -0.1], [0.1, 0.1, 0.0], [0.0, 0.1, 0.0], [-0.1, -0.1, 0.0], [0.1, 0.1, -0.1], [0.0, 0.0, 0.0], [0.0, 0.0, -0.1], [0.0, 0.0, 0.0], [0.0, 0.0, 0.0], [0.0, 0.0, 0.0], [0.0, -0.1, 0.0], [0.0, 0.0, 0.0], [0.0, 0.0, 0.0], [0.0, 0.0, 0.0], [0.0, 0.0, 0.0], [0.1, 0.0, 0.0], [-0.1, 0.0, 0.1], [0.0, -0.1, 0.0], [0.0, 0.0, 0.0], [0.0, 0.0, 0.0], [0.0, 0.0, 0.0], [0.0, 0.0, 0.0], [0.0, 0.0, 0.0], [0.0, 0.0, 0.0], [0.0, 0.0, 0.0], [-0.1, -0.1, 0.0], [0.0, 0.1, -0.1], [0.0, 0.0, 0.1], [0.0, -0.1, 0.0], [0.0, 0.0, 0.0], [0.0, 0.0, 0.0], [0.0, 0.0, 0.0], [0.0, 0.0, 0.0], [0.0, 0.0, 0.0], [0.0, 0.0, 0.0], [0.0, 0.0, 0.0], [0.0, 0.0, 0.0]]}


3.
{"formula": "C8H14BiClF6OOs", "method": "wB97M-V/def2-TZVPD", "max_force_ha_per_bohr": 0.0495, "s_squared": 6.0104, "e_homo_ha": [-0.242, -0.348], "spin_multiplicity": 5, "orbital_gap_ev": [5.79, 7.73], "species": ["Bi", "Cl", "C", "H", "H", "H", "Os", "C", "C", "C", "H", "H", "H", "H", "H", "H", "H", "H", "C", "C", "O", "C", "F", "F", "F", "C", "F", "F", "F", "H", "H", "H"], "positions_angstrom": [[-0.0214, -0.5230, 0.1937], [-0.7112, 1.0897, -1.5838], [-2.0190, -1.4253, 0.4343], [-2.0093, -2.2528, 1.1636], [-2.3437, -1.7726, -0.5580], [-2.6467, -0.5789, 0.7791], [0.4548, -0.3800, -3.9532], [-1.4642, 0.1469, -4.3259], [2.1389, 0.6981, -3.6743], [0.8600, -1.8658, -4.9221], [2.7494, 0.2443, -2.8737], [2.7677, 0.8368, -4.5635], [1.7947, 1.6834, -3.3269], [-2.1450, -0.5007, -3.7458], [-1.5652, 1.1729, -3.9421], [-1.7672, 0.1306, -5.3771], [0.0479, -2.4502, -5.3910], [1.9128, -2.1715, -5.0551], [1.6539, 0.9693, 3.1740], [0.1927, 0.5738, 3.2265], [-0.4309, 0.6456, 1.9854], [-0.0240, -0.8685, 3.7977], [0.5348, -1.0985, 5.0088], [-1.3241, -1.2585, 3.8554], [0.5734, -1.7771, 2.9197], [-0.6199, 1.6172, 4.1099], [-0.1118, 1.7241, 5.3841], [-0.5338, 2.8481, 3.5456], [-1.9332, 1.3474, 4.2509], [2.1501, 0.3122, 2.4650], [2.1344, 0.8837, 4.1634], [1.7051, 1.9991, 2.8355]], "atomic_forces_ev_per_a": [[0.2, 0.2, 0.9], [0.1, 0.0, 0.9], [-0.4, 0.3, -0.2], [0.1, 0.5, -0.3], [0.0, 0.1, 0.4], [0.2, -0.6, -0.1], [-0.6, 1.3, 1.5], [-1.7, -0.1, -0.4], [1.6, 0.5, 0.5], [0.5, -2.2, -1.2], [0.1, 0.3, -0.2], [-0.1, 0.0, 0.2], [0.1, -0.1, 0.0], [-0.1, 0.3, -0.3], [-0.1, -0.2, -0.3], [0.0, -0.1, 0.1], [0.6, 0.1, 0.0], [-0.5, 0.0, -0.2], [0.1, -0.2, 0.8], [-1.4, 0.2, 0.1], [0.1, -0.4, -0.6], [0.0, -1.1, 0.0], [-0.4, 0.4, -1.0], [1.1, 0.6, 0.0], [-0.3, 0.8, 0.5], [0.0, 0.5, 0.6], [-0.2, -0.2, -1.2], [0.1, -0.9, 0.3], [0.9, -0.1, -0.3], [0.2, 0.0, 0.0], [-0.1, 0.0, -0.4], [0.1, 0.0, -0.1]]}


4.
{"formula": "C28H40AsClN5O5SSiV", "method": "wB97M-V/def2-TZVPD", "total_charge": -1, "max_force_ha_per_bohr": 0.0199, "s_squared": 3.7750, "e_homo_ha": [-0.129, -0.164], "de_lowest_ev": 0.000, "spin_multiplicity": 4, "orbital_gap_ev": [5.98, 6.74], "species": ["V", "C", "C", "N", "C", "S", "N", "N", "C", "C", "C", "C", "C", "C", "C", "N", "H", "H", "H", "H", "H", "H", "H", "H", "H", "H", "H", "H", "H", "C", "Si", "C", "C", "N", "C", "C", "C", "C", "C", "C", "O", "C", "C", "C", "C", "C", "C", "H", "H", "H", "H", "H", "H", "H", "H", "H", "H", "H", "H", "H", "H", "H", "H", "H", "H", "O", "Cl", "O", "O", "O", "C", "As", "C", "C", "H", "H", "H", "H", "H", "H", "H", "H", "H"], "positions_angstrom": [[0.1774, -0.3542, -0.1888], [4.2709, -3.1220, 3.2425], [2.8142, -2.9371, 3.6362], [2.3221, -1.5873, 3.3903], [1.8942, -1.2065, 2.1497], [0.9917, 0.2787, 2.0764], [2.2589, -1.9943, 1.1537], [1.6953, -1.6213, -0.0313], [2.1220, -2.2048, -1.1136], [3.2385, -3.1967, -1.0695], [1.3463, -1.9093, -2.3169], [1.7378, -2.3156, -3.5987], [0.9337, -2.0399, -4.6811], [-0.2736, -1.3791, -4.4806], [-0.5944, -0.9991, -3.1952], [0.1898, -1.2298, -2.1393], [4.6153, -4.1184, 3.5300], [4.9015, -2.3826, 3.7400], [4.3925, -3.0093, 2.1666], [2.7032, -3.1159, 4.7077], [2.1825, -3.6577, 3.1092], [1.7624, -1.1789, 4.1197], [4.0845, -2.7932, -0.5115], [3.5763, -3.4892, -2.0605], [2.9146, -4.0923, -0.5323], [2.6763, -2.8322, -3.7321], [1.2394, -2.3362, -5.6766], [-0.9451, -1.1486, -5.2950], [-1.5168, -0.4745, -2.9819], [3.8605, 0.7620, 0.1495], [2.7828, 1.7134, -1.0395], [3.5550, 1.3692, -2.7471], [3.0370, 3.5195, -0.5707], [1.0929, 1.3078, -1.0540], [0.2754, 2.0145, -1.8910], [0.6950, 2.9238, -2.8907], [-0.1938, 3.5421, -3.7570], [-1.5539, 3.2959, -3.6804], [-2.0221, 2.4397, -2.6852], [-1.1304, 1.8624, -1.8071], [-1.5482, 0.9930, -0.7715], [-2.9176, 0.8125, -0.5938], [-3.6855, 1.8886, -0.1756], [-5.0405, 1.7026, 0.0421], [-5.6146, 0.4500, -0.1436], [-4.8245, -0.6151, -0.5446], [-3.4657, -0.4403, -0.7816], [4.8571, 1.2043, 0.0265], [3.9374, -0.3004, -0.0800], [3.5540, 0.8662, 1.1888], [4.3003, 0.5732, -2.6557], [4.0590, 2.2411, -3.1757], [2.8021, 1.0380, -3.4660], [4.1024, 3.7694, -0.5942], [2.6866, 3.6529, 0.4570], [2.5060, 4.2350, -1.1983], [1.7490, 3.1202, -3.0172], [0.1950, 4.2151, -4.5129], [-2.2504, 3.7557, -4.3691], [-3.0793, 2.2325, -2.6030], [-3.2142, 2.8496, -0.0183], [-5.6464, 2.5363, 0.3758], [-6.6715, 0.3063, 0.0418], [-5.2540, -1.6014, -0.6630], [-2.8383, -1.2769, -1.0499], [-0.6177, -4.0125, 1.0369], [-1.4552, -2.9274, 1.4521], [-1.1161, -2.4957, 2.7762], [-2.8397, -3.2836, 1.3655], [-1.2519, -1.7987, 0.5116], [-4.3873, 0.0916, 3.5596], [-2.6044, 0.6590, 2.9582], [-2.9774, 2.5944, 3.1124], [-1.6954, 0.4928, 4.6860], [-4.7262, 0.6825, 4.4136], [-4.3464, -0.9621, 3.8365], [-5.0856, 0.2034, 2.7306], [-3.0919, 2.8783, 4.1608], [-3.8982, 2.8280, 2.5781], [-2.1626, 3.1699, 2.6720], [-2.3356, 0.8665, 5.4880], [-0.7653, 1.0581, 4.6455], [-1.4514, -0.5557, 4.8545]], "atomic_forces_ev_per_a": [[-0.8, 0.6, 0.4], [0.1, 0.0, 0.0], [-0.1, 0.0, 0.1], [-0.1, -0.1, -0.1], [-0.1, 0.2, 0.3], [0.0, -0.4, 0.0], [-0.1, 0.2, -0.2], [0.4, -0.3, 0.1], [0.0, -0.1, 0.1], [0.1, 0.0, 0.0], [0.1, -0.1, -0.2], [0.1, 0.0, 0.2], [-0.1, 0.0, -0.1], [0.1, 0.0, 0.0], [0.0, 0.1, 0.2], [0.1, -0.1, -0.1], [0.0, 0.0, 0.0], [0.0, 0.0, 0.0], [0.0, 0.0, 0.0], [0.0, 0.0, 0.0], [0.0, 0.0, 0.0], [0.1, 0.1, 0.0], [0.0, 0.0, 0.0], [0.0, 0.0, 0.0], [0.0, 0.0, 0.0], [0.0, 0.0, 0.0], [0.0, 0.0, 0.0], [0.0, 0.0, 0.0], [0.0, 0.0, -0.1], [0.1, 0.0, 0.0], [-0.3, -0.1, -0.2], [0.1, 0.0, 0.0], [0.1, 0.0, 0.1], [0.2, 0.4, -0.3], [0.2, 0.1, 0.1], [-0.2, 0.0, -0.1], [0.0, 0.0, 0.0], [0.0, 0.0, 0.0], [0.1, 0.0, 0.0], [-0.1, -0.2, 0.1], [0.0, -0.2, -0.3], [0.2, 0.1, 0.1], [-0.1, -0.1, 0.0], [0.0, 0.0, 0.0], [0.0, 0.0, 0.0], [0.0, 0.0, 0.0], [-0.1, 0.0, 0.0], [0.0, -0.1, 0.1], [0.0, 0.0, 0.0], [0.0, 0.0, 0.0], [0.0, 0.0, 0.0], [0.0, 0.0, 0.0], [0.0, 0.0, 0.0], [0.0, 0.0, 0.0], [0.0, 0.0, 0.0], [0.0, 0.0, 0.0], [0.0, 0.0, 0.0], [0.0, 0.0, 0.0], [0.0, 0.0, 0.0], [0.0, 0.0, 0.0], [0.0, 0.0, 0.0], [0.0, 0.0, 0.0], [0.0, 0.0, 0.0], [0.0, 0.0, 0.0], [0.0, 0.0, 0.0], [0.0, 0.0, 0.0], [0.2, 0.3, -0.2], [0.0, 0.0, 0.0], [-0.1, 0.0, 0.0], [0.0, -0.2, 0.1], [0.0, -0.1, 0.1], [0.0, 0.0, -0.2], [0.0, 0.0, 0.1], [0.0, -0.1, 0.0], [0.0, 0.0, 0.0], [0.0, 0.0, 0.0], [0.0, 0.0, 0.0], [0.0, 0.0, 0.0], [0.0, 0.0, 0.0], [0.0, 0.0, 0.0], [0.0, 0.0, 0.0], [0.0, 0.0, 0.0], [0.0, 0.0, 0.0]]}